(1)
DFT (ωB97M-V/def2-TZVPD) results for a molecular structure, C37H43N4OTi at a distorted geometry.

2S+1: 1
Charge: +3
Largest force on an atom: 0.0265 hartree/bohr
Frontier orbital gap (alpha / beta): 3.2 / 3.2 eV
Calculated total energy: -2578.5670 Ha

Each line ends with the Mulliken charge.
Geometry (Å):
Ti1 1.13242 -0.33867 1.45397  -0.162
C1 2.33273 0.69790 3.04191  -0.452
C2 1.42711 -0.16825 3.71414  0.414
C3 1.75455 -1.52414 3.28278  -0.279
C4 2.86539 -1.39950 2.39313  -0.486
C5 3.23672 -0.04622 2.24706  -0.579
C6 4.41300 0.49180 1.46321  1.452
C7 4.83711 -0.48075 0.36170  -1.522
C8 4.10770 1.86691 0.86709  -1.442
C9 5.54937 0.62442 2.50334  -1.658
C10 1.04690 -2.88385 3.38709  2.396
C11 2.02398 -3.97950 2.93924  -1.805
C12 0.53714 -3.27581 4.77281  -1.784
C13 -0.11505 -2.83973 2.36660  -1.258
C14 0.33939 0.42740 4.62008  1.897
C15 -1.06327 -0.02807 4.19595  -1.262
C16 0.65625 0.09560 6.09086  -1.621
C17 0.35750 1.95720 4.51960  -1.956
H1 2.40024 1.76149 3.19966  0.858
H2 3.40440 -2.21996 1.95122  0.872
H3 4.03758 -0.65454 -0.36421  0.229
H4 5.16527 -1.44234 0.76226  0.396
H5 5.68070 -0.06136 -0.18657  0.459
H6 3.32013 1.82171 0.11059  0.207
H7 5.00041 2.25241 0.37419  0.499
H8 3.82683 2.59700 1.63001  0.349
H9 5.77330 -0.33056 2.98392  0.383
H10 5.30672 1.35556 3.27797  0.372
H11 6.45211 0.96306 1.99301  0.482
H12 2.93223 -3.99187 3.54520  0.397
H13 2.30633 -3.89964 1.88650  0.332
H14 1.53281 -4.94503 3.05950  0.503
H15 1.33924 -3.25382 5.51239  0.420
H16 0.16560 -4.30137 4.72316  0.477
H17 -0.28105 -2.65840 5.12324  0.298
H18 0.13290 -2.29162 1.42911  0.008
H19 -1.03215 -2.41588 2.75348  0.221
H20 -0.33263 -3.84046 1.98950  0.420
H21 -1.31341 -1.03031 4.51976  0.216
H22 -1.20892 0.01960 3.10240  0.106
H23 -1.81099 0.64964 4.60875  0.502
H24 0.80578 -0.95842 6.28380  0.292
H25 -0.17153 0.44172 6.71408  0.489
H26 1.55451 0.62616 6.41292  0.410
H27 0.07485 2.31915 3.52797  0.333
H28 1.31912 2.39039 4.80039  0.434
H29 -0.37977 2.35023 5.21902  0.526
C18 -7.03754 2.67743 -8.68535  -0.865
O1 -6.29715 1.44683 -8.52169  -0.425
C19 -5.48863 1.34156 -7.47757  0.957
C20 -4.78809 0.12774 -7.37158  -0.919
C21 -3.93366 -0.06798 -6.32719  -0.418
C22 -3.74199 0.93260 -5.35039  0.514
C23 -4.44661 2.13819 -5.47263  -0.757
C24 -5.31340 2.34912 -6.51961  -0.505
C25 -2.85921 0.75275 -4.24954  0.268
N1 -2.58336 1.65604 -3.29048  -0.797
C26 -1.73314 1.04970 -2.46120  0.936
C27 -1.42855 -0.26236 -2.87444  -0.113
N2 -2.15701 -0.41915 -4.01942  -0.120
C28 -0.49514 -1.06342 -2.21068  0.048
C29 -0.01300 -2.32923 -2.64631  -0.342
C30 0.99644 -2.96874 -1.98365  -1.463
C31 1.52890 -2.38769 -0.82997  -0.030
N3 1.08206 -1.22689 -0.35915  0.486
C32 0.08690 -0.52820 -1.03538  0.179
C33 -0.21610 0.78488 -0.59260  -0.056
N4 0.47354 1.29259 0.51308  0.567
C34 0.35367 2.60058 0.82140  -0.217
C35 -0.48326 3.44999 0.12664  -1.486
C36 -1.22555 2.94746 -0.92585  -0.213
C37 -1.08934 1.60451 -1.31618  0.101
H30 -7.61141 2.55166 -9.59323  0.248
H31 -6.35201 3.51583 -8.79076  0.370
H32 -7.70663 2.82439 -7.83977  0.372
H33 -4.94584 -0.62572 -8.13178  0.462
H34 -3.40396 -1.01454 -6.28053  0.239
H35 -4.30521 2.91127 -4.72842  0.464
H36 -5.85001 3.28178 -6.59672  0.453
H37 -2.21881 -1.24027 -4.59775  0.200
H38 -0.42937 -2.78698 -3.53720  0.518
H39 1.38774 -3.91522 -2.33019  0.486
H40 2.31270 -2.87335 -0.26609  0.530
H41 0.93800 2.95031 1.65869  0.793
H42 -0.54617 4.48884 0.41957  0.496
H43 -1.89935 3.58437 -1.48983  0.656


(2)
DFT (ωB97M-V/def2-TZVPD) results for a molecular structure, C4H7NOS at a distorted geometry.

2S+1: 1
Charge: 0
Largest force on an atom: 0.1391 hartree/bohr
Frontier orbital gap: 9.5 eV
Calculated total energy: -684.6556 Ha

Each line ends with the natural charge from an NBO analysis.
Geometry (Å):
C1 -1.84010 -0.37886 -1.05893  -0.628
C2 -0.66155 -0.40496 0.01493  -0.055
C3 0.42292 -1.37133 0.16540  -0.528
C4 0.18008 0.87378 -0.18715  0.486
H1 -1.14636 -0.45493 -1.90632  0.204
H2 -1.99421 0.79383 -1.19378  0.237
H3 -2.69781 -1.13110 -1.16324  0.252
H4 -0.44158 -0.64919 2.09165  0.344
H5 -1.26220 1.10693 1.58636  0.379
H6 0.42590 -2.24155 -0.55953  0.228
H7 0.46508 -1.94740 1.06456  0.231
N1 -1.27599 -0.24008 1.29824  -0.798
O1 -0.04959 2.00134 0.05815  -0.529
S1 1.71073 -0.13240 -0.19238  0.177


(3)
DFT (ωB97M-V/def2-TZVPD) results for a single C3H5P molecule at a distorted geometry.

2S+1: 1
Charge: 0
Largest force on an atom: 0.1254 hartree/bohr
Frontier orbital gap (alpha / beta): 7.8 / 7.8 eV
Calculated total energy: -458.4713 Ha

Each line ends with the natural charge from an NBO analysis.
Geometry (Å):
C1 -0.72542 -1.31465 0.50026  -0.675
C2 -0.48516 0.64130 -0.63699  -0.235
C3 0.91791 0.39880 -0.10176  -0.777
P1 0.52768 -0.66881 1.41238  0.628
H1 -1.58041 -1.71230 0.96599  0.171
H2 -0.63834 0.40386 -1.60477  0.200
H3 -1.14099 1.13368 0.10514  0.225
H4 1.60970 -0.21228 -0.68926  0.241
H5 1.51502 1.33040 0.04901  0.221


Q: Look up the charge of the first one.
A: +3


Q: What is the charge in the second record?
A: 0